# 1
Below is an isolated molecule of C4H5FO2, with properties calculated with ωB97M-V/def2-TZVPD.

Geometry as XYZ:
```
12
Properties=species:S:1:pos:R:3:forces:R:3
C -2.4927 -0.7137 0.0711 -0.60 -0.02 -0.12
C -1.1791 -0.0762 0.0677 0.55 0.70 -1.29
F -1.3012 1.2370 -0.1660 0.23 0.30 0.80
C 0.0088 -0.6694 0.0005 0.33 -1.58 0.39
C 1.3328 0.0036 0.0683 -0.21 0.90 -1.04
O 1.5463 1.1955 0.1408 -0.26 -0.86 0.28
O 2.3236 -0.8960 -0.0931 -0.43 -0.77 0.13
H -3.0084 -0.3323 -0.8312 -0.10 -0.29 0.58
H -2.3447 -1.7858 -0.0121 -0.34 -0.11 0.18
H -3.0495 -0.4354 0.9908 0.19 -0.26 -0.63
H -0.0328 -1.7915 -0.1319 0.33 1.48 0.63
H 3.1688 -0.4501 -0.1491 0.29 0.50 0.09
```
Forces are in eV/Å.

The SMILES is C/C(F)=C/C(=O)O. As for the multiplicity: 1. The value obtained for the total energy is -11041.2148 eV. The calculation puts the energy above the lowest of the compared OMol25 structures with the same formula, charge and spin at 6.3 kcal per mole. As for the highest occupied orbital energy: -10.05 eV.

=====

# 2
Below is a structure of composition C50H48BrN6OS3SeSiTl, with properties calculated with ωB97M-V/def2-TZVPD.

Geometry as XYZ:
```
112
Properties=species:S:1:pos:R:3:forces:R:3
Tl -0.3463 1.0663 -0.1061 -0.06 -0.12 0.22
S 2.0679 0.6035 -0.1431 -0.01 -0.08 0.06
C 2.5866 0.9922 1.5059 0.01 0.03 -0.08
C 3.9372 0.7471 1.7833 -0.03 0.00 -0.11
C 4.4917 1.0452 3.0124 -0.03 0.07 0.09
C 3.6907 1.6110 4.0004 0.05 -0.06 -0.04
C 2.3571 1.8533 3.7403 -0.07 -0.06 -0.04
C 1.7696 1.5463 2.5033 -0.07 0.06 0.15
S 0.0480 1.8651 2.3296 0.07 -0.05 0.08
H 4.5538 0.3148 1.0031 0.00 -0.01 0.00
H 5.5390 0.8423 3.1963 0.01 0.00 0.01
H 4.1045 1.8629 4.9687 0.01 0.00 0.01
H 1.7277 2.2947 4.5032 0.00 -0.01 0.00
N 2.5870 4.2345 -0.4321 -0.04 0.18 0.02
C 2.3982 4.6196 0.9193 0.01 -0.05 0.02
C 3.4905 4.6894 1.7665 0.05 -0.01 0.07
C 3.3229 5.0520 3.0958 0.02 0.04 -0.06
C 2.0566 5.3317 3.5818 -0.04 0.02 -0.04
C 0.9595 5.2433 2.7341 0.06 0.00 0.05
C 1.1279 4.9049 1.4023 0.00 0.09 -0.02
S -0.2702 4.8243 0.3316 0.17 0.17 -0.08
N 0.3017 3.8563 -0.9316 -0.23 0.03 -0.12
C 1.5445 3.7283 -1.1760 0.06 -0.23 -0.07
C 1.9502 2.9587 -2.3980 -0.07 -0.03 0.18
C 3.1163 3.2656 -3.0841 0.02 0.04 -0.08
C 3.4614 2.4845 -4.1778 -0.02 0.00 0.01
C 2.6369 1.4328 -4.5352 0.01 -0.02 0.00
C 1.4822 1.2158 -3.7921 0.00 0.05 -0.02
N 1.1417 1.9642 -2.7524 -0.02 0.00 -0.04
H 3.4649 3.7653 -0.5972 0.01 0.01 0.00
H 4.4773 4.4529 1.3846 0.00 -0.02 0.01
H 4.1844 5.1028 3.7479 0.00 -0.01 0.00
H 1.9152 5.6049 4.6189 0.00 0.01 0.01
H -0.0401 5.4297 3.1075 -0.01 -0.02 0.00
H 3.7250 4.1102 -2.7896 0.01 -0.01 0.00
H 4.3618 2.6983 -4.7389 0.00 0.00 0.00
H 2.8753 0.7896 -5.3713 0.00 0.00 0.00
H 0.8063 0.3996 -4.0241 0.00 0.01 -0.01
C 1.0593 -1.6200 2.9637 0.01 0.02 0.01
N 0.1494 -2.7449 3.0873 -0.04 -0.02 -0.06
C 0.0660 -3.6280 4.1443 0.00 0.04 0.00
C -0.8813 -4.5351 3.8319 -0.03 -0.02 0.02
N -1.3701 -4.1965 2.5847 0.02 -0.01 0.00
C -2.3741 -4.9153 1.8288 -0.01 0.00 -0.01
C -0.7273 -3.0989 2.1202 0.00 0.07 0.04
Se -0.9714 -2.3064 0.4854 0.08 -0.02 -0.10
H 1.5722 -1.4736 3.9118 0.01 -0.02 0.00
H 0.4969 -0.7223 2.7120 -0.01 -0.03 0.02
H 1.7815 -1.8091 2.1696 0.02 -0.01 0.00
H 0.6761 -3.5225 5.0227 0.01 0.00 0.00
H -1.2570 -5.3775 4.3835 0.00 0.00 0.00
H -2.8187 -5.6698 2.4740 0.00 0.00 0.00
H -1.9205 -5.3873 0.9567 0.00 0.00 0.00
H -3.1357 -4.2166 1.4853 0.00 0.00 0.00
C 1.5074 -7.5748 -0.6263 -0.01 0.01 -0.01
C 1.4328 -6.1404 -1.0719 0.00 0.02 0.00
C 2.4131 -5.2264 -0.7118 0.00 -0.02 0.00
C 2.3568 -3.9003 -1.1218 0.07 -0.02 0.01
C 3.4403 -2.9518 -0.6707 -0.04 -0.03 -0.01
C 1.2663 -3.4760 -1.8920 -0.07 0.02 0.00
C 1.1654 -2.0445 -2.2308 0.02 0.00 0.05
O 0.1295 -1.4524 -2.4532 0.07 0.04 -0.14
C 0.2594 -4.3828 -2.2660 -0.06 0.02 -0.02
C -0.9422 -3.9739 -3.0730 0.02 -0.01 0.03
C 0.3733 -5.7029 -1.8598 0.02 -0.02 0.01
H 2.4021 -7.7601 -0.0337 0.00 0.00 0.00
H 1.5221 -8.2475 -1.4855 0.00 -0.01 0.00
H 0.6380 -7.8390 -0.0213 0.00 0.00 0.00
H 3.2432 -5.5524 -0.0946 0.00 0.00 0.00
H 4.1563 -3.4772 -0.0399 0.00 0.00 0.00
H 3.0254 -2.1166 -0.1036 0.00 0.02 0.00
H 3.9873 -2.5284 -1.5154 0.01 0.01 0.00
H 2.1200 -1.4902 -2.2598 -0.01 0.01 0.02
H -1.6503 -3.4389 -2.4372 0.00 0.01 -0.01
H -1.4364 -4.8560 -3.4800 0.00 -0.01 0.00
H -0.6808 -3.3054 -3.8919 -0.02 -0.01 -0.01
H -0.3949 -6.4096 -2.1572 0.00 0.00 0.00
Br -2.6423 -1.8225 -6.1705 0.00 -0.02 0.00
C -2.2524 -0.1304 -5.4212 0.00 -0.01 -0.05
C -2.1402 0.9844 -6.2314 0.01 0.02 0.02
C -1.8443 2.1961 -5.6259 0.00 -0.02 -0.01
C -1.6695 2.2269 -4.2505 0.03 0.01 0.02
N -1.7781 1.1491 -3.4805 -0.05 0.00 -0.02
C -2.0710 -0.0125 -4.0517 0.04 0.02 0.03
H -2.2797 0.9051 -7.3008 0.00 0.00 0.00
H -1.7464 3.0990 -6.2132 0.00 0.00 0.00
H -1.4116 3.1481 -3.7384 0.00 0.01 0.00
H -2.1377 -0.8787 -3.4032 -0.01 0.00 -0.01
C -3.7494 5.6341 1.3584 0.00 0.00 0.01
C -3.8839 5.3213 0.0143 0.00 0.01 -0.01
C -3.6244 4.0304 -0.4247 0.06 0.00 -0.02
C -3.2223 3.0354 0.4682 -0.04 0.03 0.06
C -3.0943 3.3678 1.8181 -0.03 0.01 0.02
C -3.3573 4.6542 2.2611 0.01 -0.01 -0.01
Si -2.8833 1.3199 -0.1747 0.07 -0.06 -0.13
C -3.6138 -0.0119 0.9068 -0.02 0.00 0.09
C -3.2472 -0.1955 2.2435 0.03 -0.03 -0.03
C -3.8229 -1.1971 3.0075 0.01 0.01 0.00
C -4.7753 -2.0390 2.4469 -0.01 -0.02 -0.01
C -5.1451 -1.8775 1.1205 0.01 0.01 -0.01
C -4.5665 -0.8705 0.3587 -0.01 0.02 0.02
H -3.9505 6.6404 1.7036 0.00 0.01 0.00
H -4.1887 6.0823 -0.6928 0.00 0.00 0.00
H -3.7308 3.7944 -1.4782 -0.01 0.01 0.00
H -2.7723 2.6241 2.5368 -0.01 0.00 0.00
H -3.2513 4.8938 3.3119 0.00 0.00 0.01
H -3.4665 1.2153 -1.5205 -0.01 -0.06 0.00
H -2.4714 0.4191 2.6868 0.01 0.01 0.00
H -3.5225 -1.3271 4.0402 0.00 0.00 0.00
H -5.2288 -2.8204 3.0450 0.00 0.00 0.00
H -5.8841 -2.5337 0.6777 0.00 0.00 0.00
H -4.8585 -0.7573 -0.6793 -0.01 0.00 -0.01
```
Forces are in eV/Å.

As for the multiplicity: 1. The value obtained for the total energy is -244085.0702 eV. The calculation puts the energy above the lowest of the compared OMol25 structures with the same formula, charge and spin at 16.2 kcal per mole. As for the highest occupied orbital energy: -6.87 eV.

=====

# 3
Below is an isolated molecule of C2H5NSi, with properties calculated with ωB97M-V/def2-TZVPD.

Geometry as XYZ:
```
9
Properties=species:S:1:pos:R:3:forces:R:3
H -2.3381 -1.3288 -0.0714 0.91 -0.18 0.31
N -1.9684 -0.3879 0.0567 0.99 1.20 -0.25
C -0.7183 -0.1386 -0.0636 -1.74 -1.45 -1.35
C 0.0147 1.1336 -0.0397 1.74 0.76 1.73
Si 1.1303 -0.5008 -0.0494 -0.31 -0.89 2.71
H 0.4025 1.6084 -0.9695 -1.11 -0.17 0.48
H -0.1461 1.8064 0.8816 0.45 -0.85 -1.69
H 1.5872 -1.1976 1.3824 -0.56 1.08 -1.97
H 2.0362 -0.9947 -1.1270 -0.38 0.49 0.02
```
Forces are in eV/Å.

The SMILES is [H]/N=C1/C[SiH2]1. As for the multiplicity: 1. The value obtained for the total energy is -11519.4433 eV. The calculation puts the energy above the lowest of the compared OMol25 structures with the same formula, charge and spin at 54.5 kcal per mole. As for the highest occupied orbital energy: -8.62 eV.

=====

# 4
Below is a cluster of 8 separate species, C53H116BrN9O in total, with properties calculated with ωB97M-V/def2-TZVPD.

Geometry as XYZ:
```
180
Properties=species:S:1:pos:R:3:forces:R:3
C -2.2468 5.2968 -0.4524 -0.30 -0.52 -0.58
C -2.5676 4.4257 0.7598 -0.32 -1.47 0.39
N -2.8766 2.9802 0.4330 0.81 1.70 -1.20
C -3.1051 2.5611 -0.8516 -0.81 -2.09 -0.16
C -3.5434 1.2630 -0.7886 0.03 0.16 0.13
N -3.5762 0.8473 0.5437 -0.49 0.21 -0.64
C -3.0653 1.8940 1.2979 0.16 0.63 1.08
C -4.2220 -0.3655 0.9844 0.80 -0.48 -0.50
H -3.1490 5.5968 -0.9855 -0.19 0.20 0.30
H -1.7091 4.7410 -1.2206 0.47 -0.12 0.20
H -1.6630 6.1914 -0.2358 -0.16 -0.15 0.34
H -3.4516 4.7810 1.2894 0.18 0.32 0.15
H -1.7282 4.3496 1.4510 -0.04 0.50 0.08
H -2.9931 3.1085 -1.7759 0.01 0.36 0.43
H -3.8905 0.5598 -1.5311 0.06 0.30 -0.25
H -2.8315 1.8863 2.3523 -0.15 0.03 -0.26
H -4.4793 -0.3879 2.0434 -0.07 0.36 -0.17
H -3.5181 -1.1714 0.7764 0.32 -0.52 0.45
H -5.0657 -0.6754 0.3679 -0.42 0.65 0.12
C 0.6622 2.5161 1.6748 -1.45 0.84 0.43
C 1.3081 2.0296 0.3758 1.35 0.29 1.92
N 0.5459 1.1706 -0.4821 -0.88 -0.88 -0.46
C -0.0095 -0.0116 -0.0485 -1.28 -0.59 -2.09
C -0.7350 -0.5335 -1.1330 1.16 1.05 0.56
N -0.5712 0.3406 -2.2086 2.30 1.00 2.11
C 0.2893 1.3529 -1.7657 -2.45 -1.00 -0.36
C -1.0258 0.1997 -3.5774 -0.86 -0.09 0.10
H 0.4138 1.7970 2.4553 0.58 -0.89 -0.32
H -0.3200 2.9853 1.6175 0.07 0.29 -0.78
H 1.2932 3.2405 2.1897 0.37 -0.03 -0.43
H 2.1056 1.4157 0.7943 0.69 0.06 -0.74
H 1.7828 2.8148 -0.2126 -0.12 -0.05 0.15
H 0.1775 -0.3984 0.9423 -0.18 0.15 -0.19
H -1.2825 -1.4573 -1.2481 0.04 0.14 0.11
H 0.4391 2.2735 -2.3101 0.39 -0.18 0.02
H -0.2858 0.6180 -4.2597 -0.03 -0.40 0.05
H -1.9802 0.7045 -3.7271 0.06 0.49 0.22
H -1.2947 -0.8388 -3.7705 0.68 -0.11 -0.13
C -2.4187 4.3200 -10.7985 -1.57 -0.21 0.48
C -3.5421 4.7447 -9.7386 2.28 -0.36 -0.46
C -3.6966 3.5664 -8.7253 -1.03 1.45 -0.16
C -4.3874 3.9360 -7.3746 -0.25 -2.13 -0.80
N -4.9745 2.5915 -6.7655 0.48 0.14 1.52
C -5.4132 2.9091 -5.2998 1.07 -0.54 -0.78
C -5.0432 1.6309 -4.5365 -0.20 -0.15 2.21
C -4.3785 0.5949 -5.4514 -2.00 0.91 0.31
C -3.8731 1.4853 -6.5319 -0.69 -0.13 -1.81
C -6.2106 2.0144 -7.4707 0.61 -0.40 -0.23
H -1.4146 4.2682 -10.3775 -0.09 0.34 -0.03
H -2.4772 4.9024 -11.7180 0.31 0.39 0.34
H -2.6560 3.3147 -11.1468 0.00 -0.25 0.08
H -4.4221 5.0400 -10.3100 -0.30 -0.45 0.41
H -3.1948 5.6415 -9.2256 -0.03 0.10 0.07
H -2.7277 3.1297 -8.4831 0.11 0.04 -0.23
H -4.2721 2.8375 -9.2960 -0.12 -0.35 0.41
H -5.2157 4.6441 -7.3977 -0.07 -0.16 -0.38
H -3.6937 4.2929 -6.6133 0.14 -0.09 -0.16
H -6.4530 3.2347 -5.3291 0.06 -0.37 0.16
H -4.8123 3.7297 -4.9078 -0.05 0.11 -0.38
H -5.9264 1.2744 -4.0064 0.02 -0.38 -0.18
H -4.3449 1.8294 -3.7234 0.01 0.61 0.07
H -5.2503 0.0092 -5.7432 0.59 -0.56 -0.74
H -3.6020 -0.0682 -5.0701 -0.21 0.25 0.33
H -3.7431 0.8512 -7.4090 -0.11 0.65 -0.56
H -2.8976 1.9170 -6.3079 -0.31 0.55 0.16
H -6.9107 2.8082 -7.7314 0.37 0.06 -0.19
H -6.7665 1.2889 -6.8768 0.30 0.36 0.78
H -5.9089 1.3777 -8.3024 0.17 0.69 -0.42
C 4.5747 2.3488 4.2831 0.93 0.35 0.93
C 3.1818 2.4316 4.9090 -0.56 0.68 -0.81
C 2.9560 1.6935 6.2283 -0.73 -0.81 -0.87
C 1.4429 1.5609 6.5560 1.12 1.80 1.09
N 1.2122 1.0658 7.9759 -1.02 -1.58 -0.57
C 1.7327 -0.4114 8.0705 -0.22 1.61 0.18
C 0.7861 -1.1342 8.9866 0.76 -0.37 0.99
C -0.4497 -0.2626 9.1659 -0.89 -0.18 0.73
C -0.2856 0.8498 8.1642 -0.23 -0.06 -1.03
C 1.6915 2.0741 9.0574 -0.76 -0.63 -1.68
H 5.2617 2.0388 5.0705 0.31 -0.09 0.01
H 4.9376 3.3299 3.9768 -0.17 0.03 -0.01
H 4.7664 1.7257 3.4096 -0.65 -0.22 0.02
H 2.4746 2.1058 4.1463 -0.39 -0.44 0.06
H 2.8969 3.4762 5.0337 0.16 0.18 0.20
H 3.5249 2.1353 7.0463 -0.05 0.05 -0.14
H 3.3319 0.6878 6.0400 0.20 -0.24 0.40
H 0.8778 1.0050 5.8079 0.19 -0.52 0.36
H 0.9680 2.5405 6.6089 0.14 0.32 -0.43
H 2.7530 -0.2819 8.4313 0.01 -0.63 -0.34
H 1.5888 -0.9565 7.1376 0.81 1.03 -0.62
H 1.4046 -1.3406 9.8600 -0.87 -0.29 0.52
H 0.5099 -2.0703 8.5013 0.09 -0.10 0.35
H -0.7080 0.0774 10.1687 0.83 0.23 0.18
H -1.3429 -0.8566 8.9721 -0.04 0.09 -0.49
H -0.8652 1.7623 8.3039 0.50 0.18 0.51
H -0.6231 0.5091 7.1853 0.05 -0.23 -0.06
H 1.3875 1.7207 10.0427 0.44 -0.15 -0.12
H 1.0693 2.9288 8.7922 0.34 0.29 0.34
H 2.7447 2.2954 8.8843 -0.20 -0.18 0.52
C -1.3903 -0.8833 3.6236 0.45 0.72 0.51
C -1.2809 -1.4831 5.0108 -0.44 -1.17 0.44
C -1.9623 -2.8632 5.0793 -1.85 -0.40 0.34
C -1.5445 -3.7784 3.9558 1.09 -0.39 0.24
N -1.9004 -5.2568 4.0523 -1.61 -1.01 0.52
C -1.5799 -6.0016 5.3960 -1.79 1.73 1.14
C -1.5146 -7.4993 5.1170 -0.49 0.80 1.86
C -1.0109 -7.5467 3.7311 0.03 0.02 -2.15
C -1.0239 -6.1053 3.1898 0.79 0.50 -0.63
C -3.4145 -5.4671 3.6232 1.38 0.73 0.13
H -0.6307 -1.2471 2.9316 -0.40 -0.26 -0.28
H -1.2359 0.1923 3.7096 0.14 0.11 -0.16
H -2.4328 -0.9842 3.3216 0.18 -0.24 -0.59
H -1.8422 -0.7900 5.6374 0.24 -0.28 0.51
H -0.2850 -1.6726 5.4115 0.38 0.72 -0.21
H -3.0378 -2.6862 5.0689 -0.30 0.04 -0.46
H -1.8994 -3.4300 6.0082 0.77 0.45 0.36
H -0.4548 -3.7634 3.9770 0.22 -0.15 -0.19
H -1.8432 -3.3751 2.9881 -0.19 -0.47 -0.07
H -2.3317 -5.7044 6.1271 -0.47 -0.25 -0.18
H -0.7207 -5.5066 5.8487 0.70 -0.42 -0.66
H -2.4520 -8.0391 5.2506 -0.40 0.56 -0.28
H -0.9550 -7.9414 5.9413 0.74 -0.06 -0.44
H -1.7161 -8.0761 3.0903 0.43 -0.63 0.10
H 0.0054 -7.9278 3.6309 -0.24 -0.24 -0.15
H -1.3333 -5.9797 2.1522 0.04 -0.23 0.00
H -0.0222 -5.6896 3.2988 -0.01 0.14 -0.09
H -3.5687 -6.5146 3.3641 -0.08 0.16 0.37
H -3.5794 -4.8397 2.7473 0.30 -0.23 -0.20
H -4.0948 -5.0529 4.3674 0.28 -0.51 0.36
C 7.0257 -5.3012 -0.6863 0.28 -1.06 0.21
C 6.6779 -5.9315 0.6940 -0.47 0.79 -0.48
C 6.3899 -4.7706 1.6939 -0.30 -0.13 -0.67
C 5.1410 -3.8719 1.3304 1.06 -0.37 0.24
N 5.1191 -2.5594 2.0805 0.25 -0.25 0.15
C 3.8534 -1.7437 1.7313 -0.01 -0.47 -0.08
C 3.2134 -1.3907 3.0718 -0.24 1.54 0.35
C 4.3124 -1.5686 4.1279 0.36 -1.06 -0.90
C 4.9575 -2.8304 3.5814 -0.22 -0.05 -0.45
C 6.3906 -1.7677 1.8284 -0.16 0.92 0.68
H 7.2821 -6.0890 -1.3946 -0.03 -0.05 -0.01
H 7.9273 -4.6948 -0.5995 -0.06 0.17 0.06
H 6.2438 -4.7173 -1.1719 -0.14 0.03 0.28
H 7.5194 -6.5277 1.0467 0.25 0.40 0.12
H 5.8971 -6.6904 0.6449 -0.45 0.31 -0.19
H 7.3353 -4.2325 1.6252 -0.26 0.59 0.25
H 6.2979 -5.1275 2.7197 -0.13 -0.07 0.00
H 4.2150 -4.3742 1.6102 0.02 -0.14 -0.12
H 5.0831 -3.5660 0.2858 0.23 -0.36 -0.04
H 4.0899 -0.8760 1.1155 0.52 0.22 0.25
H 3.1914 -2.3494 1.1125 0.18 -0.34 0.12
H 2.8794 -0.3532 3.0671 0.16 0.28 -0.20
H 2.2867 -1.9215 3.2897 0.24 -0.66 0.05
H 5.0721 -0.7913 4.0457 -0.39 0.40 0.54
H 3.9591 -1.7851 5.1361 0.08 0.50 0.01
H 5.8894 -3.1689 4.0341 -0.06 0.16 -0.20
H 4.1987 -3.6115 3.6297 0.24 -0.33 0.08
H 6.7952 -1.7531 0.8164 -0.64 -0.53 -0.16
H 7.1773 -2.1003 2.5057 -0.21 -0.10 -0.05
H 6.1300 -0.7328 2.0500 0.23 0.09 0.02
C 1.8317 3.6236 -6.8608 -0.39 -1.48 0.30
N 1.3499 2.5180 -7.8684 -0.63 2.29 -0.09
C 1.1032 3.3197 -9.1538 0.69 -0.54 -0.41
C 2.4591 1.4306 -8.0519 -1.51 0.49 0.67
C -0.0233 2.0567 -7.2603 0.51 -1.75 -0.41
C -0.6116 0.7726 -7.9103 0.64 -0.30 -0.86
O -0.9629 1.0003 -9.2658 0.26 0.62 0.20
H 1.9707 3.0776 -5.9277 0.19 0.24 0.10
H 1.0278 4.3478 -6.7290 0.05 -0.11 -0.22
H 2.7589 4.1340 -7.1215 -0.12 -0.36 -0.51
H 0.8514 2.6350 -9.9637 -0.33 0.13 0.20
H 2.0157 3.8416 -9.4420 0.25 -0.29 0.22
H 0.3783 4.1198 -9.0041 -0.27 -0.48 0.24
H 2.3485 0.7433 -7.2132 0.32 0.25 0.23
H 3.4090 1.9651 -8.0390 -0.12 -0.25 -0.16
H 2.2897 0.8137 -8.9344 -0.04 0.58 -0.25
H -0.8045 2.8167 -7.2678 0.67 0.56 -0.36
H 0.2442 1.8383 -6.2265 -0.18 -0.10 0.05
H -1.4871 0.3052 -7.4596 0.05 0.67 1.00
H 0.1297 -0.0256 -7.8700 0.35 -0.04 0.03
H -1.7473 0.4880 -9.4754 0.04 -0.09 -0.26
Br 4.9656 2.0226 0.4596 -0.59 -0.62 0.17
```
Forces are in eV/Å.

As for the multiplicity: 2. The expectation value of S² is 0.76. Its net charge is +5. The value obtained for the total energy is -142291.5141 eV. As for the highest occupied orbital energy (spin up / spin down): -13.12 / -15.02 eV.